No. 1
Computed, not measured: one molecule with the formula C4H8O2, with ωB97M-V with the def2-TZVPD basis set.

Each line ends with the Löwdin charge.
Cartesian coordinates (Å):
C (0.93, -0.59, 1.32)  -0.045
C (0.27, -0.41, -0.05)  -0.471
O (-0.84, -1.26, -0.21)  -0.034
C (-0.26, 1.04, -0.14)  -0.104
C (-0.68, 1.04, -1.92)  -0.068
O (-1.46, 1.71, -1.13)  -0.085
H (1.31, -1.61, 1.42)  0.084
H (1.77, 0.10, 1.45)  0.087
H (0.19, -0.42, 2.11)  0.089
H (1.01, -0.57, -0.85)  0.140
H (-0.52, -2.17, -0.20)  0.102
H (0.53, 1.78, -0.10)  0.123
H (-0.96, 1.14, 0.70)  0.132
H (-1.28, 0.23, -2.41)  0.050

Output
Molecular weight (g/mol): 88.106
Energy relative to the best compared isomer or geometry (same formula, charge and spin) (eV): 6.106
Max |F| (eV/Å): 0.59
Orbital gap (eV): 8.4
Lowest unoccupied orbital energy (Ha): 0.0280


No. 2
Computed, not measured: one molecule with the formula C4H8F2N2, with ωB97M-V with the def2-TZVPD basis set.

Each line ends with the Löwdin charge.
Cartesian coordinates (Å):
F (-3.41, -0.09, -0.58)  -0.048
C (-2.61, 0.71, 0.20)  -0.216
C (-1.23, 0.17, 0.32)  -0.163
N (-0.90, -0.90, -0.31)  0.029
N (0.34, -1.44, -0.16)  -0.095
C (1.50, -0.72, 0.35)  -0.206
C (2.01, 0.44, -0.49)  -0.187
F (1.27, 1.60, -0.29)  -0.072
H (-2.57, 1.73, -0.24)  0.125
H (-3.07, 0.79, 1.20)  0.117
H (-0.55, 0.78, 0.95)  0.113
H (0.58, -2.09, -0.93)  0.140
H (2.31, -1.45, 0.43)  0.119
H (1.31, -0.39, 1.37)  0.114
H (3.04, 0.66, -0.24)  0.106
H (1.98, 0.19, -1.57)  0.125

Output
Molecular weight (g/mol): 122.118
Energy relative to the best compared isomer or geometry (same formula, charge and spin) (eV): 1.202
Max |F| (eV/Å): 1.61
Orbital gap (eV): 9.5
Lowest unoccupied orbital energy (Ha): 0.0344


No. 3
Computed, not measured: a 2-piece molecular cluster, C2H9N2O overall, with ωB97M-V with the def2-TZVPD basis set.

Each line ends with the Löwdin charge.
Cartesian coordinates (Å):
C (-0.95, -0.16, 0.87)  -0.550
O (0.11, 0.34, 1.55)  -0.383
C (-0.83, 0.11, -0.66)  -0.319
N (-2.06, -0.23, -1.38)  -0.050
H (-1.00, -1.28, 0.97)  0.071
H (-1.96, 0.20, 1.19)  0.074
H (-0.62, 1.18, -0.70)  0.091
H (0.05, -0.47, -0.95)  0.089
H (-1.90, -0.46, -2.34)  0.028
H (-2.51, -1.03, -0.96)  0.037
N (2.92, 0.49, 0.30)  -0.008
H (3.51, 1.16, 0.77)  -0.027
H (3.23, -0.42, 0.60)  -0.020
H (1.99, 0.58, 0.73)  -0.034

Output
Molecular weight (g/mol): 77.107
Energy relative to the best compared isomer or geometry (same formula, charge and spin) (eV): 0.258
Charge: -1
Max |F| (eV/Å): 1.10
Orbital gap (eV): 7.0
Lowest unoccupied orbital energy (Ha): 0.1683


No. 4
Computed, not measured: an isolated ion of composition C2H8N3O3S and charge -1, with ωB97M-V with the def2-TZVPD basis set.

Each line ends with the Löwdin charge.
Cartesian coordinates (Å):
C (1.62, 0.87, 0.43)  -0.144
C (0.65, -0.32, 0.31)  -0.318
N (-0.69, 0.24, 1.09)  -0.291
N (-1.74, -0.72, 1.05)  -0.031
N (-1.06, 1.35, 0.35)  -0.024
S (0.32, -0.91, -1.48)  0.450
O (0.20, 0.31, -2.34)  -0.397
O (1.49, -1.74, -1.73)  -0.383
O (-0.93, -1.68, -1.36)  -0.413
H (1.45, 1.70, -0.38)  0.096
H (1.31, 1.25, 1.39)  0.045
H (2.71, 0.63, 0.50)  0.071
H (1.14, -1.06, 0.96)  0.107
H (-2.02, -0.96, 0.06)  0.053
H (-1.37, -1.63, 1.23)  0.036
H (-1.06, 1.03, -0.66)  0.068
H (-2.03, 1.61, 0.60)  0.075

Output
Molecular weight (g/mol): 154.171
Energy relative to the best compared isomer or geometry (same formula, charge and spin) (eV): 2.924
Charge: -1
Max |F| (eV/Å): 3.58
Orbital gap (eV): 8.6
Lowest unoccupied orbital energy (Ha): 0.1502


No. 5
Computed, not measured: a 2-piece molecular cluster, C13H22BrNO12P3S overall, with ωB97M-V with the def2-TZVPD basis set.

Each line ends with the Löwdin charge.
Cartesian coordinates (Å):
C (-1.92, -1.19, -3.94)  -0.139
C (-0.68, -2.22, -4.01)  -0.679
Br (-1.21, -4.08, -3.40)  0.575
C (0.66, -1.69, -3.29)  -0.220
C (0.49, -1.39, -1.72)  -0.141
C (0.38, -2.53, -0.69)  -0.017
N (0.27, -2.30, 0.78)  -0.120
C (0.18, -3.55, 1.59)  -0.200
P (1.69, -3.96, 2.64)  0.668
O (2.00, -5.47, 2.39)  -0.388
O (1.27, -3.86, 4.31)  -0.217
O (3.11, -3.12, 2.23)  -0.185
C (0.25, -0.92, 1.37)  -0.201
C (0.17, -0.72, 2.98)  -0.168
P (1.91, -0.12, 3.51)  0.643
O (1.90, 1.27, 4.17)  -0.399
O (2.64, -1.19, 4.67)  -0.229
O (2.99, -0.09, 2.18)  -0.251
C (0.30, 0.37, 0.45)  -0.225
P (0.22, 2.14, 1.06)  0.360
O (-0.76, 2.35, 2.48)  -0.279
O (-0.50, 3.23, -0.08)  -0.279
S (2.04, 2.85, 1.33)  0.251
C (0.42, 0.10, -1.12)  0.010
C (0.54, 1.26, -2.22)  -0.368
O (-0.49, 1.85, -2.69)  0.025
O (1.80, 1.70, -2.76)  0.043
H (-1.60, -0.10, -3.82)  0.071
H (-2.71, -1.49, -3.16)  0.081
H (-2.45, -1.27, -4.97)  0.080
H (-0.42, -2.35, -5.13)  0.089
H (1.12, -0.79, -3.85)  0.121
H (1.45, -2.54, -3.38)  0.111
H (0.43, -3.61, -1.11)  0.076
H (-0.02, -4.44, 0.88)  0.124
H (-0.74, -3.51, 2.30)  0.123
H (0.29, -3.96, 4.42)  0.076
H (3.84, -3.63, 2.67)  0.096
H (-0.66, -0.01, 3.31)  0.092
H (0.01, -1.70, 3.55)  0.060
H (3.58, -1.32, 4.38)  0.068
H (3.60, 0.67, 2.33)  0.055
H (-0.19, 2.31, 3.29)  0.038
H (-1.32, 2.75, -0.40)  0.064
H (2.40, 0.91, -2.60)  0.119
O (-2.36, 7.10, -1.79)  -0.077
C (-3.42, 6.48, -1.35)  -0.350
C (-3.15, 4.86, -1.39)  -0.344
O (-4.21, 4.23, -0.95)  -0.080
H (-4.36, 6.62, -1.91)  0.110
H (-3.74, 6.69, -0.31)  0.113
H (-2.21, 4.71, -0.82)  0.095
H (-2.82, 4.64, -2.42)  0.119

Output
Molecular weight (g/mol): 589.207
Charge: -1
Max |F| (eV/Å): 5.94
Orbital gap (eV): 2.0
Lowest unoccupied orbital energy (Ha): -0.0098


No. 6
Computed, not measured: C3HAgO2 as an isolated structure, with ωB97M-V with the def2-TZVPD basis set.

Each line ends with the Löwdin charge.
Cartesian coordinates (Å):
C (-1.14, -1.62, 0.46)  0.105
H (-1.97, -2.24, 0.73)  0.028
C (-0.23, -0.85, 0.23)  -0.044
O (1.71, -0.28, -0.18)  0.110
C (0.71, 0.41, 0.16)  -0.686
Ag (0.68, 3.25, -0.84)  0.786
O (0.25, 1.34, -0.56)  -0.300

Output
Molecular weight (g/mol): 176.907
⟨S²⟩: 2.012
Spin multiplicity: 3
Max |F| (eV/Å): 5.11
Orbital gap (alpha / beta) (eV): 4.2 / 7.7
Lowest unoccupied orbital energy (alpha / beta) (Ha): -0.0636 / -0.0698